Entry 1:
Computed, not measured: a cluster of 11 separate species, C16H56N18O11 in total, with ωB97M-V with the def2-TZVPD basis set.

Summary:
- DFT total energy (Ha) = -2456.754008
- structure (SMILES) = COC[C@H](C)N.COC[C@H](C)N.NC(N)=O.NC(N)=O.NC(N)=O.NC(N)=O.NC(N)=O.NC(N)=O.NC(N)=O.NC(N)=O.O
- max |F| (eV/Å) = 2.85

Positions of all 101 atoms, in Å:
C -2.617 2.929 -2.947
O -2.939 4.162 -3.530
C -4.274 4.303 -3.819
C -4.624 5.261 -4.937
C -4.109 6.669 -4.696
N -6.074 5.224 -5.179
H -1.568 2.878 -2.660
H -2.898 2.110 -3.617
H -3.164 2.793 -2.003
H -4.688 3.334 -4.164
H -4.966 4.480 -2.977
H -4.201 4.886 -5.877
H -3.026 6.597 -4.565
H -4.542 7.143 -3.816
H -4.268 7.301 -5.571
H -6.310 5.266 -6.156
H -6.484 4.407 -4.748
C 0.567 -6.887 3.667
O 1.265 -6.245 2.621
C 0.589 -5.099 2.127
C 1.516 -4.474 1.087
C 2.797 -3.902 1.668
N 0.871 -3.520 0.209
H 0.096 -7.821 3.364
H -0.087 -6.181 4.185
H 1.299 -7.154 4.441
H -0.419 -5.211 1.710
H 0.472 -4.433 3.002
H 1.814 -5.347 0.494
H 2.612 -3.001 2.255
H 3.437 -3.588 0.832
H 3.413 -4.673 2.125
H 0.754 -2.558 0.542
H -0.022 -3.889 -0.116
N 1.284 -2.173 -2.269
C 0.157 -1.959 -3.010
N 0.414 -1.400 -4.253
O -0.988 -2.280 -2.695
H 1.223 -2.647 -1.359
H 2.180 -1.904 -2.627
H -0.328 -1.297 -4.916
H 1.358 -1.299 -4.571
N 4.140 2.213 -2.307
C 4.498 1.274 -1.379
N 5.369 0.324 -1.829
O 4.193 1.381 -0.189
H 3.518 2.963 -2.073
H 4.612 2.258 -3.190
H 5.643 0.319 -2.793
H 5.847 -0.273 -1.180
N 1.654 0.655 0.966
C 0.603 0.158 0.231
N 0.363 0.903 -0.918
O -0.183 -0.701 0.614
H 1.742 0.060 1.788
H 2.518 0.940 0.520
H -0.288 0.515 -1.583
H 0.907 1.738 -1.031
N -3.195 -5.564 0.302
C -2.208 -4.954 -0.422
N -2.217 -3.579 -0.445
O -1.379 -5.578 -1.097
H -3.665 -5.019 1.017
H -3.136 -6.546 0.494
H -3.024 -3.048 -0.175
H -1.500 -3.198 -1.080
N 4.341 2.782 2.273
C 4.785 2.571 3.551
N 4.239 3.452 4.484
O 5.578 1.679 3.873
H 3.743 3.593 2.147
H 4.779 2.303 1.506
H 4.580 3.359 5.421
H 3.311 3.751 4.236
N -1.597 -3.980 3.012
C -2.864 -4.244 3.455
N -2.948 -4.515 4.802
O -3.840 -4.186 2.715
H -1.527 -3.702 2.043
H -0.809 -3.904 3.623
H -3.855 -4.660 5.204
H -2.172 -4.250 5.375
N -1.772 2.590 0.686
C -2.681 1.826 1.389
N -2.829 0.516 1.000
O -3.369 2.346 2.266
H -1.102 2.241 0.026
H -1.979 3.558 0.863
H -3.457 -0.003 1.602
H -1.983 0.009 0.737
N 1.045 4.124 0.259
C 2.187 4.867 0.489
N 2.727 5.452 -0.629
O 2.664 4.991 1.609
H 0.551 4.279 -0.599
H 0.738 3.486 0.973
H 3.657 5.825 -0.593
H 2.222 5.526 -1.491
O 2.423 -0.272 3.921
H 3.186 0.322 3.966
H 1.700 0.229 4.314

Atom charges from the Mulliken analysis, given in e for atoms 1 to 99:
1 C -0.69
2 O -0.36
3 C -0.77
4 C 0.65
5 C -1.28
6 N -0.69
7 H 0.10
8 H 0.36
9 H 0.36
10 H 0.30
11 H 0.38
12 H 0.18
13 H 0.29
14 H 0.30
15 H 0.37
16 H 0.24
17 H 0.21
18 C -0.63
19 O -0.43
20 C -0.57
21 C -0.08
22 C -1.61
23 N -0.50
24 H 0.24
25 H 0.17
26 H 0.31
27 H 0.92
28 H -0.02
29 H 0.38
30 H 0.34
31 H 0.41
32 H 0.39
33 H 0.08
34 H -0.04
35 N -0.04
36 C 0.58
37 N -0.47
38 O -0.76
39 H 0.38
40 H 0.21
41 H 0.26
42 H 0.12
43 N -0.37
44 C 0.68
45 N -0.46
46 O -0.76
47 H 0.19
48 H 0.17
49 H 0.15
50 H 0.24
51 N 0.04
52 C 0.62
53 N -0.13
54 O -0.88
55 H 0.17
56 H 0.21
57 H 0.19
58 H 0.01
59 N -0.36
60 C 0.36
61 N -0.06
62 O -0.63
63 H 0.25
64 H 0.25
65 H 0.25
66 H 0.22
67 N -0.01
68 C 0.54
69 N -0.45
70 O -0.66
71 H 0.21
72 H 0.10
73 H 0.23
74 H 0.20
75 N -0.06
76 C 0.46
77 N -0.39
78 O -0.75
79 H 0.02
80 H 0.33
81 H 0.25
82 H 0.19
83 N -0.08
84 C 0.39
85 N -0.34
86 O -0.68
87 H -0.03
88 H 0.22
89 H 0.25
90 H 0.24
91 N -0.16
92 C 0.53
93 N -0.38
94 O -0.75
95 H 0.13
96 H 0.17
97 H 0.22
98 H 0.17
99 O -0.66


Entry 2:
Computed, not measured: a cluster of 21 separate species, C16H56N2O22 in total, with ωB97M-V with the def2-TZVPD basis set.

Summary:
- DFT total energy (Ha) = -2407.912508
- max |F| (eV/Å) = 3.21

Positions of all 96 atoms, in Å:
N 2.334 5.568 -3.800
C 1.482 4.956 -3.268
O -0.718 4.552 -2.232
O 1.370 -3.064 0.802
C -1.275 3.510 -1.457
C 0.572 4.141 -2.526
C 0.844 2.870 -2.046
C -0.374 2.493 -1.340
C -1.824 0.798 -0.063
C -1.760 -0.390 0.750
C 0.516 0.368 -0.583
C -0.653 1.188 -0.658
C -0.643 -1.199 0.887
C 0.555 -0.857 0.145
N -0.661 -2.405 1.619
C 0.263 -4.331 2.672
C 2.348 -2.057 -1.123
C 2.863 -1.095 1.162
C 0.617 -2.936 2.042
C 1.821 -1.745 0.279
H -2.343 3.409 -1.162
H 1.818 2.339 -2.183
H -2.636 1.493 -0.181
H -2.665 -0.657 1.333
H 1.486 0.702 -1.086
H -1.478 -2.523 2.262
H -0.515 -4.834 2.069
H -0.157 -4.195 3.713
H 1.181 -4.948 2.648
H 2.880 -1.143 -1.555
H 3.113 -2.914 -1.183
H 1.478 -2.269 -1.755
H 3.394 -1.944 1.664
H 2.417 -0.567 2.004
H 3.425 -0.427 0.484
H 1.234 -2.356 2.724
O -2.079 6.897 -3.320
H -1.654 6.401 -2.547
H -2.978 7.245 -3.014
O 1.770 2.798 1.148
H 1.175 2.289 0.508
H 2.717 2.763 0.793
O -2.669 2.053 -3.905
H -2.055 2.241 -4.687
H -2.284 1.280 -3.379
O 1.166 0.283 -4.141
H 0.199 0.073 -3.931
H 1.683 -0.586 -4.153
O 1.847 -0.981 4.858
H 1.251 -0.443 4.241
H 1.263 -1.411 5.563
O 2.345 6.143 -6.688
H 2.544 5.509 -5.925
H 1.360 6.372 -6.658
O -0.714 6.923 -0.528
H -0.076 6.409 0.065
H -1.628 6.496 -0.453
O -1.202 -3.587 -0.795
H -1.879 -4.224 -0.394
H -0.727 -3.115 -0.037
O 0.654 1.254 3.213
H 1.082 1.881 2.544
H 0.170 0.529 2.699
O 1.833 -5.007 -1.359
H 1.245 -4.238 -1.066
H 2.198 -5.459 -0.530
O 4.373 -4.956 -2.707
H 3.422 -4.924 -2.362
H 4.996 -4.776 -1.930
O -5.414 0.002 1.569
H -6.387 0.261 1.465
H -4.887 0.838 1.786
O -1.864 -2.185 4.205
H -1.626 -2.525 5.127
H -2.211 -1.239 4.297
O -3.250 -4.409 3.237
H -3.633 -4.766 4.103
H -2.505 -3.763 3.464
O -4.756 -2.764 1.152
H -4.439 -3.201 2.007
H -5.052 -1.821 1.371
O 4.031 2.868 -0.229
H 4.334 2.188 -0.914
H 4.152 3.791 -0.627
O 4.291 -4.369 2.345
H 3.622 -4.893 1.796
H 3.857 -4.132 3.228
O -5.079 3.895 -0.693
H -5.346 3.011 -0.280
H -5.478 3.944 -1.621
O -3.172 5.788 -0.483
H -3.500 6.697 -0.784
H -3.919 5.121 -0.625
O 2.882 -6.271 0.982
H 2.220 -6.834 1.500
H 3.473 -6.894 0.446

For each atom in turn, the Mulliken charge in e is:
1 N -0.71
2 C -0.07
3 O -0.02
4 O -0.01
5 C -0.27
6 C -0.22
7 C -0.12
8 C 0.94
9 C -1.59
10 C 0.02
11 C -0.05
12 C 1.60
13 C 0.21
14 C 0.75
15 N 0.43
16 C -1.46
17 C -1.80
18 C -1.14
19 C 0.63
20 C 1.47
21 H -0.02
22 H 0.24
23 H 0.33
24 H -0.21
25 H -0.62
26 H -0.44
27 H 0.35
28 H 0.25
29 H 0.26
30 H 0.33
31 H 0.04
32 H 0.67
33 H 0.25
34 H 0.20
35 H 0.38
36 H 0.26
37 O -0.65
38 H 0.41
39 H 0.29
40 O -0.76
41 H 0.35
42 H 0.39
43 O -0.64
44 H 0.32
45 H 0.33
46 O -0.61
47 H 0.31
48 H 0.31
49 O -0.62
50 H 0.34
51 H 0.29
52 O -0.67
53 H 0.34
54 H 0.33
55 O -0.64
56 H 0.33
57 H 0.33
58 O -0.78
59 H 0.25
60 H 0.11
61 O -0.76
62 H 0.44
63 H 0.26
64 O -0.83
65 H 0.33
66 H 0.47
67 O -0.67
68 H 0.41
69 H 0.30
70 O -0.65
71 H 0.29
72 H 0.32
73 O -0.63
74 H 0.28
75 H 0.27
76 O -0.67
77 H 0.28
78 H 0.37
79 O -0.64
80 H 0.34
81 H 0.32
82 O -0.68
83 H 0.32
84 H 0.33
85 O -0.67
86 H 0.35
87 H 0.33
88 O -0.70
89 H 0.29
90 H 0.33
91 O -0.68
92 H 0.29
93 H 0.32
94 O -0.74
95 H 0.32
96 H 0.30


Entry 3:
Computed, not measured: a cluster of 12 separate species, C16H56N4O12 in total, with ωB97M-V with the def2-TZVPD basis set.

Summary:
- structure (SMILES) = NC(N)=O.NC(N)=O.CCO.CCO.CCO.CCO.CO.CO.CO.CO.CO.CO
- max |F| (eV/Å) = 8.36
- energy above the lowest of the compared OMol25 structures with the same formula, charge and spin (kJ/mol) = 266.02

Positions of all 88 atoms, in Å:
N 1.053 -1.101 5.548
C 2.219 -1.673 5.636
N 2.726 -2.050 4.521
O 2.825 -1.971 6.833
H 0.387 -0.987 6.345
H 0.620 -0.819 4.671
H 3.634 -2.548 4.602
H 2.426 -1.869 3.536
N 4.103 0.411 4.616
C 3.622 1.599 4.920
N 2.267 1.713 4.896
O 4.530 2.661 5.040
H 5.089 0.385 4.560
H 3.530 -0.398 4.403
H 1.963 2.591 5.266
H 1.653 0.948 5.210
C 4.333 -1.347 1.586
C 2.876 -1.579 0.958
O 1.942 -1.237 1.969
H 5.129 -1.367 0.823
H 4.572 -2.076 2.399
H 4.479 -0.345 1.944
H 2.714 -2.673 0.681
H 2.630 -0.983 0.040
H 1.902 -0.240 2.133
C 7.195 2.726 7.608
C 6.966 4.149 7.312
O 8.059 4.552 6.554
H 8.136 2.425 8.046
H 7.109 2.152 6.622
H 6.377 2.432 8.249
H 7.004 4.670 8.289
H 5.920 4.283 6.822
H 8.487 5.370 6.749
C 7.392 3.279 1.698
C 6.425 3.087 2.854
O 7.164 2.786 4.015
H 7.921 2.414 1.517
H 8.098 4.166 1.877
H 6.795 3.534 0.758
H 5.709 2.305 2.539
H 5.819 4.011 3.039
H 6.494 2.469 4.693
C 7.459 -3.799 5.060
C 6.008 -3.695 5.191
O 5.450 -2.661 4.551
H 7.990 -2.995 5.616
H 7.679 -3.997 4.007
H 7.742 -4.708 5.595
H 5.699 -3.647 6.248
H 5.564 -4.682 4.874
H 5.935 -1.870 4.501
C 7.575 -0.314 3.391
O 7.012 -0.450 4.738
H 8.456 0.345 3.540
H 6.809 0.134 2.742
H 7.921 -1.291 3.089
H 7.583 0.013 5.350
C 2.952 5.441 5.945
O 2.045 4.509 6.576
H 3.609 4.918 5.303
H 3.562 5.879 6.768
H 2.429 6.128 5.234
H 2.562 3.938 7.200
C -0.106 3.819 3.471
O 0.205 4.852 2.532
H -0.661 4.229 4.345
H 0.915 3.497 3.840
H -0.653 2.930 3.143
H 0.418 4.498 1.703
C 5.812 -0.860 7.368
O 5.674 -0.476 8.730
H 6.850 -1.132 7.219
H 5.596 -0.096 6.695
H 5.242 -1.727 7.056
H 4.764 -0.269 8.965
C 2.514 2.097 1.655
O 1.499 1.424 2.316
H 3.362 2.129 2.271
H 2.219 3.122 1.499
H 2.832 1.608 0.624
H 1.829 1.421 3.222
C -0.061 2.664 7.514
O 0.465 1.353 7.350
H -0.969 2.524 8.073
H -0.074 3.181 6.613
H 0.610 3.187 8.163
H 0.823 1.009 8.127

For each atom in turn, the Mulliken charge in e is:
1 N -0.31
2 C 0.76
3 N -0.25
4 O -0.76
5 H 0.22
6 H 0.20
7 H 0.07
8 H 0.22
9 N 2.38
10 C -0.49
11 N 0.44
12 O -0.44
13 H -0.64
14 H -0.82
15 H -0.08
16 H 0.01
17 C 0.11
18 C -0.59
19 O -0.76
20 H 0.56
21 H 0.05
22 H -0.40
23 H 0.29
24 H 0.32
25 H 0.51
26 C -0.66
27 C 0.12
28 O -0.51
29 H 0.50
30 H -0.16
31 H 0.23
32 H 0.49
33 H -0.19
34 H 0.27
35 C -1.43
36 C 0.83
37 O -0.50
38 H 0.35
39 H 0.29
40 H 0.35
41 H -0.39
42 H 0.22
43 H -0.09
44 C -1.15
45 C -0.36
46 O -0.34
47 H 0.15
48 H 0.25
49 H 0.48
50 H 0.37
51 H 0.34
52 H 0.08
53 C -0.55
54 O -0.51
55 H 0.39
56 H -0.06
57 H 0.36
58 H 0.22
59 C -0.34
60 O -0.41
61 H -0.10
62 H 0.30
63 H 0.29
64 H 0.27
65 C -0.20
66 O -0.55
67 H 0.30
68 H -0.08
69 H 0.27
70 H 0.31
71 C 0.03
72 O -0.60
73 H 0.22
74 H -0.17
75 H 0.08
76 H 0.34
77 C 0.01
78 O -0.70
79 H -0.27
80 H 0.20
81 H 0.20
82 H 0.58
83 C -0.52
84 O -0.41
85 H 0.36
86 H 0.09
87 H 0.26
88 H 0.26


- Which of these has the highest max |F|?
  C16H56N4O12